{
  "formula": "C4H10N2O",
  "method": "ωB97M-V with the def2-TZVPD basis set",
  "species": ["H", "N", "H", "H", "H", "H", "C", "N", "C", "O", "H", "C", "H", "H", "H", "H", "C"],
  "xyz": [[1.662, 1.871, 0.336], [0.011, -0.095, 0.329], [2.269, -0.581, 0.969], [-1.857, -0.584, -0.216], [-2.407, -1.803, -3.307], [-0.093, -0.718, -1.935], [-1.182, -0.384, 0.607], [-1.871, -1.443, -2.512], [0.707, 0.373, 1.573], [1.786, -0.491, 1.801], [1.872, 2.107, 2.091], [-0.685, -1.128, -2.754], [0.124, 0.342, 2.508], [-1.639, -0.544, 1.593], [-0.174, -1.218, -3.714], [0.309, 2.486, 1.322], [1.169, 1.810, 1.310]],
  "nbo_charge": [0.212, -0.435, 0.468, 0.193, 0.336, 0.186, -0.044, -0.624, 0.221, -0.714, 0.219, -0.038, 0.156, 0.149, 0.140, 0.213, -0.638],
  "lumo_energy_ha": 0.039,
  "total_charge": 0,
  "e_tot_ha": -343.0921,
  "gap_ev": 10.665,
  "smiles": "C=N[C@H](C)O.C=N",
  "largest_force_ev_per_a": 2.65
}

***

{
  "formula": "C4H10N2O",
  "method": "ωB97M-V with the def2-TZVPD basis set",
  "species": ["H", "H", "O", "H", "H", "H", "C", "N", "H", "H", "H", "H", "N", "C", "C", "C", "H"],
  "xyz": [[0.204, -1.176, 0.687], [2.609, 0.090, -1.796], [-1.669, -0.408, -1.804], [-2.283, -0.860, 1.772], [2.187, -0.730, -0.236], [2.254, 1.175, -0.319], [-0.719, -0.263, -1.025], [-1.931, -1.260, 0.910], [0.470, 0.393, -2.459], [0.818, 1.162, 1.092], [-0.212, 0.678, 2.427], [-2.606, -1.091, 0.169], [0.561, 0.115, -1.513], [-0.259, 0.798, 1.336], [1.965, 0.193, -0.850], [-0.610, -0.530, 0.493], [-0.778, 1.716, 1.118]],
  "nbo_charge": [0.201, 0.219, -0.608, 0.354, 0.216, 0.208, 0.683, -0.837, 0.394, 0.208, 0.220, 0.379, -0.652, -0.632, -0.431, -0.141, 0.219],
  "lumo_energy_ha": 0.029,
  "total_charge": 0,
  "e_tot_ha": -343.1275,
  "gap_ev": 10.134,
  "smiles": "CNC(=O)[C@@H](C)N",
  "largest_force_ev_per_a": 3.98
}

***

{
  "formula": "C4H10N2O",
  "method": "ωB97M-V with the def2-TZVPD basis set",
  "species": ["O", "H", "H", "N", "H", "H", "H", "C", "H", "H", "C", "H", "C", "N", "H", "C", "H"],
  "xyz": [[-3.344, 0.221, -0.077], [-0.427, -0.288, 2.029], [2.401, -0.910, 0.695], [0.361, -0.065, 1.433], [-1.310, 0.416, -1.562], [0.930, -0.737, -1.828], [-0.617, 1.725, -0.569], [-2.313, 0.742, 0.250], [-2.251, 1.280, 1.219], [0.571, 0.924, 1.599], [1.215, -0.311, -0.878], [2.476, -1.941, -0.544], [-1.034, 0.713, -0.541], [2.376, -0.961, -0.314], [1.499, 0.748, -0.971], [-0.025, -0.292, 0.038], [-0.508, -1.264, 0.020]],
  "nbo_charge": [-0.512, 0.363, 0.377, -0.840, 0.231, 0.202, 0.216, 0.447, 0.093, 0.352, -0.215, 0.356, -0.532, -0.845, 0.169, -0.051, 0.190],
  "lumo_energy_ha": 0.031,
  "total_charge": 0,
  "e_tot_ha": -343.1408,
  "gap_ev": 9.915,
  "smiles": "NC[C@@H](N)CC=O",
  "largest_force_ev_per_a": 1.51
}

***

{
  "formula": "C4H10N2O",
  "method": "ωB97M-V with the def2-TZVPD basis set",
  "species": ["H", "H", "H", "H", "C", "H", "H", "C", "C", "O", "H", "H", "C", "N", "H", "H", "N"],
  "xyz": [[0.688, 0.087, 1.776], [1.141, -1.030, -0.785], [-1.106, -0.909, 1.465], [-2.223, -1.674, 0.410], [-0.807, -0.337, -0.568], [2.324, 0.248, 1.123], [-1.874, -1.939, -1.977], [-1.302, -0.922, -1.989], [0.667, -0.100, -0.443], [-1.188, -0.218, -2.980], [1.125, 2.154, 2.105], [0.986, 0.702, -1.090], [1.265, 0.487, 0.854], [1.043, 2.000, 1.138], [2.070, 2.110, 0.995], [-1.597, 0.635, -0.529], [-1.210, -1.294, 0.496]],
  "nbo_charge": [0.165, 0.228, 0.373, 0.367, -0.120, 0.193, 0.119, 0.439, -0.453, -0.513, 0.344, 0.232, -0.219, -0.814, 0.341, 0.194, -0.877],
  "lumo_energy_ha": 0.030,
  "total_charge": 0,
  "e_tot_ha": -343.0658,
  "gap_ev": 10.190,
  "smiles": "NCC[C@H](N)C=O",
  "largest_force_ev_per_a": 5.29
}

***

{
  "formula": "C4H10N2O",
  "method": "ωB97M-V with the def2-TZVPD basis set",
  "species": ["H", "H", "C", "H", "C", "H", "H", "H", "C", "H", "H", "N", "O", "H", "H", "N", "C"],
  "xyz": [[-0.963, 0.652, 1.629], [0.348, -1.579, 0.772], [-2.009, 0.818, 0.053], [-1.187, -1.691, -0.313], [0.631, -0.542, -1.057], [1.006, -1.314, -1.731], [0.130, 0.205, -1.694], [-1.978, 0.521, -1.038], [-0.314, -1.038, 0.078], [1.963, 0.929, 0.239], [2.369, 0.564, -1.275], [-1.119, 0.068, 0.716], [-2.603, 1.795, 0.493], [2.707, -1.795, -0.219], [3.710, -0.555, 0.368], [2.760, -0.906, 0.342], [1.898, 0.024, -0.422]],
  "nbo_charge": [0.418, 0.238, 0.529, 0.207, -0.430, 0.213, 0.223, 0.087, -0.227, 0.198, 0.168, -0.641, -0.619, 0.343, 0.371, -0.838, -0.241],
  "lumo_energy_ha": 0.032,
  "total_charge": 0,
  "e_tot_ha": -343.1172,
  "gap_ev": 10.360,
  "smiles": "NCCCNC=O",
  "largest_force_ev_per_a": 3.54
}

***

{
  "formula": "C4H10N2O",
  "method": "ωB97M-V with the def2-TZVPD basis set",
  "species": ["H", "H", "H", "O", "C", "H", "N", "H", "H", "H", "C", "C", "C", "H", "H", "H", "N"],
  "xyz": [[0.164, -1.387, 3.193], [-0.606, 0.101, 2.544], [-0.233, 0.005, -2.743], [1.272, -0.610, -0.797], [0.327, -0.428, 2.719], [-0.097, 1.712, -0.952], [0.954, -0.658, 1.422], [-1.522, -0.717, -0.492], [-1.001, 1.594, -3.071], [-1.889, 0.123, -2.564], [-0.991, 0.720, -2.431], [-0.899, 0.074, -0.064], [0.525, -0.441, 0.152], [-1.358, 0.413, 0.849], [1.903, -1.003, 1.452], [0.916, 0.274, 3.309], [-0.952, 1.169, -1.037]],
  "nbo_charge": [0.202, 0.207, 0.194, -0.634, -0.408, 0.352, -0.611, 0.218, 0.199, 0.179, -0.418, -0.323, 0.655, 0.193, 0.397, 0.202, -0.604],
  "lumo_energy_ha": 0.032,
  "total_charge": 0,
  "e_tot_ha": -343.1500,
  "gap_ev": 9.609,
  "smiles": "CNCC(=O)NC",
  "largest_force_ev_per_a": 1.23
}

***

{
  "formula": "C4H10N2O",
  "method": "ωB97M-V with the def2-TZVPD basis set",
  "species": ["H", "H", "H", "H", "C", "H", "N", "H", "H", "O", "H", "H", "C", "H", "C", "C", "N"],
  "xyz": [[-1.423, -0.365, 1.823], [-2.116, -0.251, 0.173], [-0.381, -0.909, -1.758], [0.193, 2.955, 0.107], [-0.219, 1.967, 0.284], [2.560, 0.478, -0.116], [1.859, 0.969, -0.671], [-1.235, -2.504, 0.024], [0.843, -1.017, 0.905], [-1.661, -2.142, 0.828], [-1.200, 1.935, 0.745], [1.166, -1.250, -1.435], [-1.375, -0.753, 0.803], [2.138, 1.940, -0.802], [0.163, -0.571, 0.174], [0.468, 0.868, -0.021], [0.221, -1.349, -1.062]],
  "nbo_charge": [0.182, 0.157, 0.360, 0.203, -0.471, 0.364, -0.868, 0.485, 0.205, -0.732, 0.211, 0.380, -0.054, 0.369, -0.127, 0.177, -0.841],
  "lumo_energy_ha": 0.032,
  "total_charge": 0,
  "e_tot_ha": -343.1206,
  "gap_ev": 10.003,
  "smiles": "C=C(N)[C@H](N)CO",
  "largest_force_ev_per_a": 3.63
}

***

{
  "formula": "C4H10N2O",
  "method": "ωB97M-V with the def2-TZVPD basis set",
  "species": ["N", "H", "C", "H", "H", "H", "C", "N", "H", "H", "O", "C", "H", "C", "H", "H", "H"],
  "xyz": [[0.575, 0.804, -1.092], [-1.804, 1.804, 1.253], [-1.430, -0.031, 0.136], [2.298, -0.892, -1.015], [2.920, -0.539, 0.600], [2.522, -2.222, 0.265], [0.793, -1.029, 0.468], [0.042, -0.010, -0.076], [-1.930, -0.483, -0.771], [1.496, 1.157, -0.572], [0.298, -1.756, 1.330], [-2.165, 1.359, 0.300], [-1.534, -0.598, 1.064], [2.210, -1.175, 0.039], [-3.246, 1.346, 0.346], [0.858, 0.240, -1.824], [-1.903, 2.027, -0.451]],
  "nbo_charge": [-0.619, 0.201, -0.221, 0.210, 0.242, 0.258, 0.650, -0.300, 0.180, 0.351, -0.626, -0.616, 0.248, -0.724, 0.217, 0.337, 0.212],
  "lumo_energy_ha": 0.027,
  "total_charge": 0,
  "e_tot_ha": -343.1151,
  "gap_ev": 9.968,
  "smiles": "CCN(N)C(C)=O",
  "largest_force_ev_per_a": 5.07
}

***

{
  "formula": "C4H10N2O",
  "method": "ωB97M-V with the def2-TZVPD basis set",
  "species": ["H", "H", "C", "C", "O", "H", "H", "H", "H", "N", "C", "H", "H", "H", "N", "H", "C"],
  "xyz": [[0.765, -1.581, 0.583], [1.449, 1.110, 2.885], [-1.478, -0.049, 0.254], [1.123, 0.562, 0.864], [1.506, 1.517, 0.302], [1.583, -0.861, -0.763], [-2.457, 0.342, -0.148], [-1.292, 0.809, 0.807], [-1.471, -0.449, -2.646], [-0.523, -0.647, -0.784], [0.809, -0.631, -0.008], [0.273, -0.334, -2.790], [-1.929, -0.813, 0.816], [-0.184, 1.104, -2.066], [1.131, 0.415, 2.251], [1.243, -0.582, 2.548], [-0.549, 0.089, -2.106]],
  "nbo_charge": [0.188, 0.403, -0.466, 0.655, -0.583, 0.228, 0.204, 0.192, 0.233, -0.424, -0.329, 0.194, 0.205, 0.216, -0.847, 0.391, -0.459],
  "lumo_energy_ha": 0.032,
  "total_charge": 0,
  "e_tot_ha": -343.0867,
  "gap_ev": 9.670,
  "smiles": "CN(C)CC(N)=O",
  "largest_force_ev_per_a": 4.58
}

***

{
  "formula": "C4H10N2O",
  "method": "ωB97M-V with the def2-TZVPD basis set",
  "species": ["H", "C", "H", "H", "H", "C", "N", "H", "H", "H", "H", "N", "C", "H", "H", "O", "C"],
  "xyz": [[2.088, 0.828, 1.443], [-2.525, 0.378, 0.344], [-2.211, 0.438, 1.402], [1.476, -1.767, -0.641], [-0.077, -2.337, -1.121], [0.418, -1.699, -0.390], [1.602, 0.894, -0.523], [-0.426, 1.823, -0.332], [1.918, 1.736, -0.994], [-3.564, 0.031, 0.311], [0.236, -2.117, 0.601], [2.510, 0.617, 0.539], [0.174, 0.933, -0.250], [-2.502, 1.408, -0.060], [2.735, -0.373, 0.524], [-1.726, -0.471, -0.410], [-0.125, -0.322, -0.443]],
  "nbo_charge": [0.334, -0.237, 0.159, 0.230, 0.248, -0.683, -0.498, 0.225, 0.356, 0.191, 0.242, -0.659, -0.174, 0.144, 0.338, -0.607, 0.391],
  "lumo_energy_ha": 0.033,
  "total_charge": 0,
  "e_tot_ha": -343.0214,
  "gap_ev": 9.122,
  "smiles": "CO/C(C)=C/NN",
  "largest_force_ev_per_a": 7.80
}

***

{
  "formula": "C4H10N2O",
  "method": "ωB97M-V with the def2-TZVPD basis set",
  "species": ["H", "H", "O", "H", "H", "H", "N", "H", "C", "C", "H", "N", "H", "C", "H", "H", "C"],
  "xyz": [[1.715, 2.830, 1.883], [0.333, -1.741, -0.561], [0.032, 1.178, 1.136], [-2.559, -0.312, 1.410], [-3.144, -2.744, -1.324], [-0.365, -0.529, -1.734], [-1.921, -0.562, 0.675], [3.016, 1.781, 1.229], [-2.161, -1.455, -0.159], [2.083, 2.298, 1.001], [-0.725, 0.302, 0.909], [-2.402, -2.517, -0.670], [1.128, -0.224, -0.897], [0.515, -1.045, -1.370], [2.315, 3.000, 0.199], [1.025, -1.541, -2.190], [1.116, 1.281, 0.464]],
  "nbo_charge": [0.189, 0.192, -0.711, 0.431, 0.425, 0.189, -0.820, 0.236, 0.736, -0.761, 0.512, -0.652, 0.271, -0.913, 0.233, 0.208, 0.235],
  "lumo_energy_ha": 0.011,
  "total_charge": 0,
  "e_tot_ha": -343.0020,
  "gap_ev": 7.010,
  "largest_force_ev_per_a": 3.10
}

***

{
  "formula": "C4H10N2O",
  "method": "ωB97M-V with the def2-TZVPD basis set",
  "species": ["H", "H", "C", "N", "C", "H", "C", "H", "H", "H", "H", "N", "H", "H", "O", "H", "C"],
  "xyz": [[-1.731, 0.198, 2.239], [-0.395, 0.954, 3.114], [1.047, -0.919, -0.460], [1.471, -0.689, -1.830], [-0.060, 0.038, -0.020], [-0.825, 1.961, -0.640], [-0.830, 0.807, 2.123], [1.985, -1.515, -2.126], [-0.367, -2.285, -0.388], [-0.639, 0.770, -1.938], [-1.957, 0.609, -0.748], [0.143, 0.155, 1.256], [1.451, -0.587, 0.801], [2.133, 0.080, -1.864], [0.609, -2.265, -0.364], [-1.123, 1.787, 1.736], [-0.911, 0.900, -0.890]],
  "nbo_charge": [0.201, 0.207, 0.136, -0.860, 0.276, 0.234, -0.445, 0.376, 0.467, 0.252, 0.234, -0.446, 0.256, 0.360, -0.725, 0.187, -0.710],
  "lumo_energy_ha": 0.025,
  "total_charge": 0,
  "e_tot_ha": -343.0548,
  "gap_ev": 8.899,
  "largest_force_ev_per_a": 4.09
}

***

{
  "formula": "C4H10N2O",
  "method": "ωB97M-V with the def2-TZVPD basis set",
  "species": ["H", "H", "N", "O", "C", "H", "C", "H", "N", "H", "H", "C", "H", "H", "H", "C", "H"],
  "xyz": [[-0.775, -2.833, 0.232], [-1.024, -0.597, -0.696], [-0.443, -1.692, 2.013], [-0.082, 3.241, -0.990], [0.759, -1.376, -0.083], [-1.180, -1.039, 1.768], [-0.293, 2.191, -0.482], [-0.819, -2.366, 2.670], [-0.088, -0.286, -0.427], [0.681, -3.194, 1.052], [-0.843, 2.132, 0.456], [0.030, -2.347, 0.823], [1.700, -1.024, 0.324], [-0.006, 0.809, -2.135], [0.942, -1.809, -1.078], [0.322, 0.898, -1.096], [1.394, 1.013, -1.024]],
  "mulliken_spin": [0.000, -0.029, 0.014, 0.044, 0.035, -0.002, 0.069, 0.000, 0.719, -0.003, 0.005, 0.009, 0.016, 0.033, 0.064, 0.021, 0.006],
  "lumo_energy_ha": [-0.135, -0.300],
  "total_charge": 1,
  "e_tot_ha": -342.8088,
  "gap_ev": [10.259, 5.747],
  "spin_multiplicity": 2,
  "s_squared": 0.7545,
  "largest_force_ev_per_a": 1.39
}

***

{
  "formula": "C4H10N2O2",
  "method": "ωB97M-V with the def2-TZVPD basis set",
  "species": ["H", "H", "C", "C", "H", "O", "H", "O", "H", "H", "H", "C", "H", "N", "H", "N", "H", "C"],
  "xyz": [[-1.916, 2.171, 0.496], [-1.362, 2.391, -1.304], [1.729, -0.371, -0.077], [-1.206, 1.885, -0.319], [1.416, -2.128, 1.345], [-2.692, -1.462, 0.104], [0.519, -2.244, -0.189], [1.300, 1.755, 0.362], [2.856, -0.462, 0.145], [2.346, -2.396, -0.330], [-0.135, 2.202, -0.124], [-1.141, 0.423, -0.303], [-2.548, 0.360, 1.276], [0.974, 0.487, 0.746], [1.543, -0.472, -1.202], [-2.131, -0.184, 0.445], [-0.973, -0.054, -1.292], [1.422, -1.902, 0.219]],
  "nbo_charge": [0.159, 0.162, -0.224, -0.736, 0.174, -0.841, 0.202, -0.799, 0.093, 0.136, 0.312, 0.043, 0.301, -0.312, 0.103, -0.332, 0.158, -0.599],
  "lumo_energy_ha": [0.269, 0.269],
  "total_charge": -2,
  "e_tot_ha": -418.0367,
  "gap_ev": [4.346, 4.029],
  "largest_force_ev_per_a": 3.80
}

***

{
  "formula": "C4H10N2O2",
  "method": "ωB97M-V with the def2-TZVPD basis set",
  "species": ["H", "O", "H", "H", "C", "C", "C", "H", "H", "H", "C", "H", "H", "N", "H", "N", "O", "H"],
  "xyz": [[0.792, 0.178, -1.636], [-2.680, -1.180, -1.404], [0.310, -0.641, 1.294], [1.221, 2.082, -0.289], [1.187, 0.024, -0.637], [2.439, 1.200, 1.071], [-2.336, -0.742, -0.084], [1.994, -0.698, -0.774], [-1.366, 0.852, 0.587], [2.524, 2.195, 1.535], [0.090, -0.576, 0.223], [-2.197, -0.649, -2.043], [-3.247, -0.300, 0.321], [-1.182, 0.120, -0.085], [-2.143, -1.670, 0.454], [1.744, 1.258, -0.106], [2.905, 0.192, 1.530], [-0.055, -1.646, 0.043]],
  "nbo_charge": [0.213, -0.741, 0.204, 0.388, -0.242, 0.529, 0.093, 0.220, 0.368, 0.106, -0.252, 0.472, 0.163, -0.662, 0.146, -0.617, -0.596, 0.209],
  "lumo_energy_ha": 0.028,
  "total_charge": 0,
  "e_tot_ha": -418.3897,
  "gap_ev": 10.449,
  "smiles": "O=CNCCNCO",
  "largest_force_ev_per_a": 1.18
}